The following is a DFT calculation (ωB97M-V/def2-TZVPD) of 13 unconnected molecules or ions with the total composition C70H84N15S in a non-equilibrium geometry.

Summary:
frontier orbital gap	7.3	eV
lowest unoccupied orbital energy	-2.97	eV
net charge	+1

XYZ file:
```
170
Properties=species:S:1:pos:R:3:forces:R:3:mulliken_charge:R:1
C 3.823742 -3.496829 0.859822 0.41 0.34 -0.50 -1.40
C 4.760550 -2.891369 -0.276594 -0.10 0.09 0.47 1.57
C 3.949246 -2.152118 -1.406191 0.19 -0.50 0.23 -1.35
C 5.823841 -1.922828 0.372197 -0.07 0.34 -0.88 -0.86
C 6.909977 -1.600108 -0.751776 -1.36 0.29 0.92 -0.57
S 8.641255 -1.953271 -0.205675 0.42 -0.13 -0.64 0.00
C 8.641442 -3.733012 0.366158 0.10 -0.77 -0.17 -0.44
C 9.046320 -4.600082 -0.888928 -0.06 0.31 0.50 0.18
C 9.148233 -6.162007 -0.557657 -0.71 0.56 -1.66 -1.01
C 8.056899 -6.877172 -1.485060 1.87 0.14 1.43 -0.58
N 6.747565 -6.649544 -0.848308 0.16 0.70 -2.60 -0.25
C 5.675112 -6.375396 -1.755339 -3.19 0.33 0.83 0.43
N 4.479556 -6.390155 -1.246556 1.45 -0.31 -0.59 -0.66
N 5.828257 -6.068049 -3.165035 1.11 -0.51 0.58 -0.49
H 2.843451 -2.960941 0.914421 0.90 -0.27 -0.02 0.26
H 4.378287 -3.358057 1.827868 -0.81 -0.44 -0.71 0.40
H 3.592362 -4.573028 0.662707 0.37 0.85 0.25 0.37
H 5.330802 -3.732540 -0.769664 -0.50 0.58 0.52 -0.61
H 3.361683 -2.942067 -1.943691 0.23 0.92 0.44 0.42
H 4.604378 -1.656224 -2.167833 -0.39 -0.41 0.57 0.33
H 3.293839 -1.357821 -0.967691 0.44 -0.77 -0.34 0.24
H 6.332539 -2.343777 1.275397 -0.60 0.16 -0.70 0.62
H 5.304583 -0.972292 0.677557 0.51 -0.80 -0.21 0.20
H 6.699540 -2.260931 -1.633118 0.80 0.45 0.71 0.25
H 6.821432 -0.539242 -1.105624 0.61 -0.93 0.37 0.51
H 8.990833 -1.124130 0.849000 -0.94 -0.73 -0.33 0.28
H 9.401958 -3.869450 1.180680 -0.84 0.46 -0.64 0.56
H 7.609281 -4.011842 0.701832 0.96 0.51 -0.02 0.19
H 8.250299 -4.436449 -1.667592 0.85 -0.15 0.54 0.12
H 10.027887 -4.216694 -1.268324 -0.89 -0.37 0.20 -0.16
H 10.142755 -6.501038 -0.927825 -0.62 0.15 0.80 0.42
H 8.968214 -6.367047 0.524778 0.34 -0.04 -0.84 0.41
H 8.322308 -7.968762 -1.543788 -0.58 0.97 0.04 0.35
H 8.186656 -6.422963 -2.495167 -0.45 -0.48 0.64 0.34
H 6.775646 -5.916659 -0.144310 -0.15 -0.43 0.01 0.26
H 3.806893 -6.171755 -1.990806 0.19 0.13 0.45 0.20
H 5.046208 -6.432827 -3.703980 0.22 0.22 0.30 0.30
H 5.939579 -5.068937 -3.331524 0.06 -0.36 0.04 0.17
N 3.084081 0.664440 1.001031 -0.25 0.12 0.06 -0.25
C 2.899626 1.944683 0.649431 0.20 -0.32 0.02 -0.34
C 1.787745 2.690108 1.004933 0.02 -0.09 0.04 -0.72
C 0.803818 2.077927 1.766082 -0.05 0.15 0.20 -0.24
C 0.969254 0.753401 2.141794 0.09 0.05 -0.06 -0.78
C 2.119264 0.096707 1.738190 0.28 0.02 -0.18 0.03
H 3.694183 2.378727 0.051419 -0.05 0.08 0.00 0.48
H 1.693270 3.722301 0.693546 0.01 -0.04 -0.03 0.42
H -0.082518 2.626812 2.062888 0.01 -0.01 -0.07 0.67
H 0.221785 0.243052 2.734914 0.02 0.00 -0.02 0.44
H 2.294473 -0.938969 2.010773 -0.07 0.01 0.05 0.30
N -2.282210 2.861343 1.182643 -0.31 -0.35 -0.14 -0.50
C -3.539473 2.864320 1.648068 0.46 0.13 0.02 -0.59
C -4.545178 2.048009 1.155479 0.07 -0.12 -0.11 -0.24
C -4.236926 1.180646 0.120041 -0.08 -0.04 -0.09 -0.48
C -2.942991 1.159815 -0.380670 0.01 0.04 0.01 -0.48
C -2.009652 2.012907 0.182681 -0.03 0.26 0.20 -0.19
H -3.732667 3.561530 2.454672 -0.13 -0.03 -0.04 0.53
H -5.541660 2.090613 1.570568 0.06 0.02 0.00 0.45
H -4.995953 0.527559 -0.292471 0.02 0.00 0.08 0.52
H -2.666722 0.495862 -1.190304 -0.03 0.02 0.00 0.37
H -0.984493 2.030663 -0.172560 -0.03 -0.05 -0.09 0.58
N -6.092945 4.773938 1.736058 -0.42 0.40 -0.13 -0.23
C -7.416820 4.631965 1.876572 0.40 -0.08 0.04 -0.26
C -8.349187 5.488867 1.314579 0.04 0.05 -0.04 -0.55
C -7.887734 6.559586 0.564928 -0.07 0.07 -0.05 -0.15
C -6.521466 6.729680 0.405622 -0.07 -0.02 -0.03 -0.78
C -5.672671 5.814234 1.006272 0.06 -0.34 0.23 -0.06
H -7.729689 3.781915 2.473871 -0.07 0.02 -0.01 0.36
H -9.408518 5.322927 1.460131 0.03 -0.02 0.02 0.38
H -8.584496 7.253475 0.109914 0.03 -0.01 0.02 0.40
H -6.124286 7.554113 -0.171949 0.00 -0.01 0.03 0.42
H -4.595476 5.903738 0.906958 0.00 0.05 -0.05 0.47
N -6.017225 -1.099744 1.646813 -0.03 -0.48 0.19 -0.20
C -7.159187 -1.757955 1.886321 0.29 0.30 -0.12 -0.65
C -7.215025 -3.043126 2.399896 -0.01 0.01 -0.08 -0.10
C -6.023130 -3.689205 2.679406 0.07 -0.15 0.02 -0.26
C -4.826604 -3.031576 2.439387 -0.11 0.00 0.02 -0.97
C -4.878617 -1.744989 1.926921 -0.21 0.33 -0.12 0.10
H -8.065988 -1.212362 1.648703 -0.03 -0.06 0.03 0.38
H -8.165367 -3.525942 2.576296 0.04 0.05 0.07 0.30
H -6.026208 -4.696195 3.080693 -0.04 0.01 -0.05 0.65
H -3.875716 -3.505643 2.645559 -0.01 0.03 -0.02 0.36
H -3.969710 -1.186972 1.725017 0.03 -0.04 0.01 0.33
N 1.912858 4.120826 -2.832161 0.38 -0.16 -0.26 -0.42
C 2.525565 4.945870 -3.689644 -0.28 -0.10 0.30 -0.27
C 3.563060 4.560465 -4.523764 0.04 -0.10 0.00 -0.33
C 3.996479 3.245345 -4.466221 0.08 -0.03 -0.05 -0.25
C 3.378881 2.371499 -3.584340 0.05 0.09 -0.05 -0.51
C 2.347490 2.856166 -2.796040 -0.27 0.28 0.11 -0.37
H 2.153854 5.964514 -3.696153 0.05 0.01 -0.05 0.38
H 4.019663 5.271026 -5.199959 -0.03 0.00 0.03 0.37
H 4.805931 2.905081 -5.101470 -0.03 0.02 0.01 0.37
H 3.690025 1.337162 -3.510770 -0.05 0.01 0.01 0.43
H 1.830772 2.210563 -2.093499 0.04 -0.05 -0.02 0.60
N -5.989421 10.536157 1.054880 0.50 -0.02 0.07 -0.41
C -5.299368 11.509034 0.446285 -0.36 -0.22 0.08 -0.30
C -3.937084 11.704982 0.604943 0.05 -0.05 0.06 -0.43
C -3.244344 10.847243 1.444888 0.10 0.01 0.01 -0.15
C -3.934869 9.832101 2.088365 0.03 0.06 -0.05 -0.62
C -5.296706 9.718852 1.860705 -0.37 0.15 -0.20 -0.26
H -5.884197 12.156346 -0.198144 0.06 0.03 -0.01 0.38
H -3.431682 12.508036 0.084967 -0.04 -0.01 0.01 0.40
H -2.178287 10.968276 1.596179 -0.04 0.00 0.00 0.38
H -3.427863 9.143725 2.751631 -0.05 0.01 0.00 0.40
H -5.879599 8.938932 2.338918 0.06 -0.01 0.04 0.59
N -6.273960 12.760695 5.195829 -0.46 -0.09 -0.05 -0.55
C -7.192243 12.988358 6.142595 0.38 -0.02 -0.18 -0.26
C -8.543959 12.728168 5.985031 -0.03 -0.03 -0.08 -0.32
C -8.974470 12.204888 4.775586 -0.07 -0.01 -0.01 -0.44
C -8.043205 11.961869 3.777920 -0.11 -0.01 0.04 -0.20
C -6.714083 12.253701 4.037586 0.32 0.16 0.28 -0.15
H -6.808077 13.400746 7.069288 -0.07 0.00 0.02 0.36
H -9.241395 12.930151 6.787431 0.04 0.01 0.00 0.36
H -10.023792 11.988821 4.612425 0.03 0.01 0.01 0.36
H -8.340598 11.554561 2.820205 0.08 0.00 0.00 0.42
H -5.949236 12.077362 3.289754 -0.06 -0.01 -0.04 0.43
N -3.349425 -0.547014 -3.933385 -0.01 0.42 -0.32 -0.54
C -4.536777 -0.467458 -4.546719 0.28 -0.19 0.29 -0.19
C -4.855088 0.492395 -5.493541 0.07 0.06 -0.02 -0.38
C -3.891226 1.430253 -5.826344 -0.03 0.07 -0.08 -0.19
C -2.653612 1.371997 -5.205541 -0.03 -0.01 -0.02 -0.45
C -2.433452 0.370524 -4.273939 -0.25 -0.36 0.18 -0.18
H -5.259562 -1.220308 -4.251971 -0.04 0.03 -0.04 0.38
H -5.832204 0.505462 -5.957988 0.02 -0.02 0.03 0.37
H -4.101760 2.197892 -6.561447 0.01 -0.02 0.03 0.36
H -1.876390 2.087703 -5.439531 0.00 -0.02 0.03 0.37
H -1.479396 0.283004 -3.764293 0.02 0.07 -0.03 0.46
N 14.703754 -1.824148 -2.505273 -0.37 -0.30 -0.18 -0.55
C 13.446020 -1.833914 -2.051868 0.38 0.12 -0.01 -0.34
C 12.454210 -2.663117 -2.550069 0.16 -0.03 -0.05 -0.15
C 12.778554 -3.531947 -3.580105 -0.20 -0.18 -0.03 -0.15
C 14.074354 -3.539879 -4.069143 -0.07 0.03 0.05 -0.48
C 14.994111 -2.672724 -3.499505 0.08 0.30 0.28 -0.23
H 13.239083 -1.134880 -1.247851 -0.04 -0.01 0.01 0.32
H 11.451511 -2.630724 -2.142897 -0.02 0.07 0.00 0.33
H 12.029138 -4.195157 -3.997572 0.07 0.03 -0.10 0.50
H 14.364677 -4.203476 -4.872831 -0.01 0.02 0.02 0.39
H 16.021526 -2.644176 -3.845239 -0.03 -0.04 -0.04 0.36
N -8.330419 -4.227453 5.370876 0.04 0.09 0.72 -0.20
C -9.399523 -4.426722 6.159491 0.31 0.25 -0.30 -0.14
C -9.321703 -4.614869 7.529361 0.03 0.01 -0.02 -0.58
C -8.070142 -4.602138 8.124458 0.05 -0.02 0.11 -0.23
C -6.950702 -4.399911 7.333364 -0.09 -0.02 0.06 -0.74
C -7.133097 -4.216786 5.972344 -0.34 0.06 -0.33 0.12
H -10.356676 -4.432399 5.648929 -0.02 -0.03 0.06 0.40
H -10.217937 -4.768125 8.115726 0.01 0.00 -0.04 0.39
H -7.968533 -4.747344 9.193332 -0.01 0.00 -0.04 0.38
H -5.957951 -4.383461 7.763295 -0.01 0.00 -0.04 0.38
H -6.287149 -4.050797 5.314884 0.03 0.02 0.08 0.24
N 10.794648 -4.984098 -6.175570 -0.48 0.01 -0.11 -0.39
C 9.890569 -5.944125 -5.941365 0.35 0.20 0.04 -0.24
C 8.629071 -5.972853 -6.513335 -0.04 0.06 -0.02 -0.43
C 8.277414 -4.946705 -7.376866 -0.08 0.03 -0.03 -0.21
C 9.194854 -3.939711 -7.634574 -0.07 -0.08 0.03 -0.47
C 10.431941 -4.005404 -7.013962 0.29 -0.16 0.24 -0.19
H 10.210547 -6.723428 -5.257456 -0.05 -0.05 -0.03 0.44
H 7.940166 -6.776748 -6.289052 0.04 0.00 0.01 0.39
H 7.299853 -4.932216 -7.844159 0.04 -0.01 0.00 0.39
H 8.955961 -3.122790 -8.302554 0.04 -0.02 0.01 0.37
H 11.183861 -3.243014 -7.187115 -0.05 0.03 -0.04 0.36
N -9.492580 -9.132984 3.067622 0.01 0.45 -0.05 -0.57
C -9.126691 -8.273448 4.026383 -0.11 -0.37 -0.26 -0.48
C -9.130923 -6.895788 3.872456 -0.02 -0.14 -0.03 0.14
C -9.533980 -6.375196 2.653199 0.00 0.06 -0.03 -0.06
C -9.916380 -7.244286 1.642873 0.03 0.07 0.07 -0.61
C -9.879268 -8.605375 1.900453 0.08 -0.30 0.26 -0.21
H -8.816547 -8.728903 4.960796 0.00 0.06 0.03 0.38
H -8.828118 -6.248232 4.681689 0.00 -0.20 -0.19 0.29
H -9.550287 -5.303746 2.492248 -0.01 -0.03 0.03 0.41
H -10.236582 -6.874199 0.677601 0.00 -0.04 0.01 0.37
H -10.172270 -9.324345 1.142964 -0.01 0.06 -0.04 0.35
```
Forces are in eV/Å.